Record 1
Computed, not measured: a 3-piece molecular cluster, C18H40NO9P overall in a non-equilibrium geometry, with wB97M-V/def2-TZVPD.

Computed properties:
LUMO: 0.60 eV
Gap between HOMO and LUMO: 9.95 eV
Charge: 0
SMILES string: COC[C@H]1C[C@H]([PH2]=O)NC1=O.COCCOCCOC.COCCOCCOC
Molar mass: 445.490 g mol⁻¹
Relative energy (zero: lowest compared OMol25 entry of this formula, charge and spin): 0.000 eV
2S+1: 1

Geometry (Å):
C  4.14557  -0.73746  -0.42583
O  4.17365  -1.51654  0.75359
C  3.50613  -2.74615  0.61562
C  1.97815  -2.59001  0.60743
C  1.40443  -1.41387  1.40118
C  0.43488  -0.69046  0.43133
P  -1.17047  -0.23158  1.17200
O  -1.71001  1.07177  0.72421
N  0.29212  -1.58849  -0.72535
C  1.40966  -2.42450  -0.79512
O  1.82058  -2.92862  -1.80724
H  4.95986  -0.01924  -0.37297
H  3.20725  -0.17392  -0.51118
H  4.27039  -1.36348  -1.31472
H  3.82089  -3.37280  1.44667
H  3.79588  -3.24076  -0.31794
H  1.54461  -3.52973  0.96389
H  0.90926  -1.74870  2.31232
H  2.18900  -0.72443  1.70982
H  0.83896  0.28036  0.12143
H  -1.99051  -1.35081  0.93083
H  -0.90379  -0.30294  2.55470
H  0.19554  -1.10770  -1.61311
C  1.49916  4.74266  -2.16533
O  2.40701  4.99286  -1.11831
C  2.11679  4.23464  0.03876
C  3.30934  4.18670  0.96597
O  4.32463  3.28581  0.55338
C  5.19035  3.71729  -0.48308
C  6.24355  4.70515  -0.03497
O  5.69849  6.00449  0.07803
C  6.52093  6.86759  0.82658
H  0.47288  5.00407  -1.88202
H  1.79952  5.35787  -3.01110
H  1.51749  3.68772  -2.46432
H  1.83526  3.21036  -0.24120
H  1.26974  4.68302  0.57684
H  2.95866  3.79889  1.92478
H  3.70929  5.19089  1.12407
H  4.62928  4.12253  -1.32857
H  5.71002  2.81446  -0.81171
H  7.06036  4.70827  -0.77123
H  6.65445  4.37998  0.93003
H  6.65771  6.49936  1.85024
H  6.03047  7.83827  0.85945
H  7.50890  6.98492  0.36498
C  -4.92269  -4.33019  -3.17214
O  -5.23212  -4.29621  -1.79878
C  -4.07729  -4.24187  -0.98649
C  -4.42065  -3.77301  0.40922
O  -4.62768  -2.37424  0.51315
C  -5.87136  -1.86646  0.05463
C  -7.02314  -2.11604  1.00074
O  -7.49548  -3.44380  0.88233
C  -8.30381  -3.82323  1.97023
H  -4.33220  -5.21724  -3.43123
H  -5.86387  -4.36246  -3.71710
H  -4.36187  -3.43859  -3.47595
H  -3.33664  -3.55852  -1.42315
H  -3.62192  -5.24076  -0.91952
H  -3.55351  -3.97985  1.04128
H  -5.27368  -4.33271  0.79999
H  -6.11132  -2.24507  -0.94135
H  -5.72640  -0.78652  -0.00940
H  -7.83293  -1.41160  0.76260
H  -6.69315  -1.92148  2.02990
H  -7.74929  -3.77493  2.91505
H  -8.62412  -4.84859  1.79694
H  -9.19119  -3.18442  2.05626



Record 2
Computed, not measured: C18H40OP2PtSi as an isolated structure in a non-equilibrium geometry, with wB97M-V/def2-TZVPD.

Computed properties:
LUMO (alpha / beta): -6.44 / -10.41 eV
Gap between HOMO and LUMO (alpha / beta): 6.03 / 3.91 eV
Charge: +2
Molar mass: 557.629 g mol⁻¹
Relative energy (zero: lowest compared OMol25 entry of this formula, charge and spin): 4.342 eV
Expectation value of S²: 6.025
2S+1: 5

Geometry (Å):
P  -0.90751  2.94847  0.46933
P  -2.08449  1.42017  -0.62057
C  -2.13112  4.05397  -0.37703
C  -3.11868  2.99307  -0.86720
H  -1.67429  4.65840  -1.19687
H  -2.51752  4.79420  0.33787
H  -4.00588  3.03039  -0.22074
H  -3.48912  3.23473  -1.86736
C  -2.49216  0.51565  -2.14390
H  -2.50950  -0.56954  -1.95858
H  -1.66817  0.77598  -2.81641
H  -3.46985  0.80245  -2.56754
C  -3.29773  0.53245  0.53370
H  -4.33974  0.91563  0.45130
H  -2.92941  0.70421  1.55432
H  -3.26463  -0.54733  0.28777
C  1.76155  2.97415  -2.18113
H  2.46006  3.71605  -1.81793
H  1.03328  3.51686  -2.84024
H  2.28397  2.17759  -2.73742
C  -1.05119  2.27813  2.14887
H  -0.76338  1.23510  2.14767
H  -2.07503  2.39601  2.50156
H  -0.32576  2.80377  2.73993
Pt  0.62965  2.20245  -0.56480
C  -2.29496  -4.17674  -1.85474
C  -1.56692  -3.19814  -2.41535
C  -0.31239  -2.52511  -1.96287
C  0.50289  -3.09432  -0.75690
C  -0.06957  -2.75615  0.61298
C  -1.33386  -2.73853  1.07932
C  -2.50418  -3.53303  0.58375
C  -2.14294  -4.62723  -0.41888
C  1.73413  3.69612  0.50903
H  -3.09153  -4.64475  -2.44794
H  -1.92286  -2.77607  -3.35908
H  -0.57411  -1.46048  -1.75490
H  0.35944  -2.45156  -2.84775
H  0.65937  -4.18756  -0.86705
H  1.48274  -2.57290  -0.84667
H  0.73534  -2.57702  1.35489
H  -1.55777  -2.19631  2.00375
H  -3.29511  -2.89332  0.14320
H  -3.04062  -3.92252  1.47588
H  -1.09879  -4.94196  -0.29997
H  -2.77727  -5.50366  -0.21723
H  1.79505  3.36049  1.55691
H  1.12104  4.61807  0.36485
H  2.71401  3.91947  0.08337
C  3.57368  0.54885  3.09545
Si  3.38265  0.07522  1.23500
C  5.10437  0.66368  0.58500
C  3.71062  -1.83325  1.18404
O  2.04673  0.61643  0.51444
H  4.60911  0.49656  3.46032
H  2.99635  -0.10450  3.75862
H  3.23347  1.56923  3.31376
H  5.95934  0.20891  1.10521
H  5.23669  0.39121  -0.46745
H  5.26487  1.74661  0.65607
H  2.92017  -2.41257  1.67414
H  3.73365  -2.16279  0.13741
H  4.65383  -2.18338  1.63481



Record 3
Computed, not measured: a 3-piece molecular cluster, C18H41BF3N7O2P2 overall in a non-equilibrium geometry, with wB97M-V/def2-TZVPD.

Computed properties:
LUMO: -0.62 eV
Gap between HOMO and LUMO: 7.27 eV
Charge: 0
SMILES string: CN(C)P(=O)(N(C)C)N(C)C.CN(C)P(=O)(N(C)C)N(C)C.FC(F)(F)Bc1ccccn1
Molar mass: 517.327 g mol⁻¹
2S+1: 1

Geometry (Å):
F  -5.38402  -1.71789  -2.41783
C  -6.50752  -2.50061  -2.33323
F  -6.27710  -3.76354  -2.87348
F  -6.90162  -2.66847  -1.01336
B  -7.78949  -1.89948  -3.16010
C  -9.22976  -2.37097  -2.60222
C  -10.12496  -1.29020  -2.22679
C  -11.43584  -1.69493  -1.66592
C  -11.58736  -3.14790  -1.59494
C  -10.60766  -4.11776  -2.04942
N  -9.41386  -3.71663  -2.55734
H  -7.65016  -1.21000  -4.10710
H  -9.85720  -0.21249  -2.32963
H  -12.21063  -0.97315  -1.34132
H  -12.54577  -3.54439  -1.17658
H  -10.80035  -5.21670  -1.98791
O  -0.86556  2.29964  -1.38940
P  -1.06562  0.79009  -1.32574
N  0.24415  0.53466  -0.21694
C  1.05325  -0.66123  -0.06351
C  0.06188  1.14772  1.10137
N  -0.48906  0.53826  -2.94533
C  0.72297  -0.19470  -3.25771
C  -0.59030  1.67144  -3.86387
N  -1.49455  -0.92567  -1.25183
C  -2.30665  -1.42741  -2.38695
C  -2.32182  -1.20674  -0.05060
H  0.51334  -1.49243  0.41027
H  1.92387  -0.44621  0.56509
H  1.47399  -1.01940  -0.99714
H  -0.58444  0.54220  1.75032
H  -0.38678  2.14003  1.02446
H  1.02001  1.28510  1.60865
H  1.61923  0.31094  -2.87935
H  0.83769  -0.31511  -4.33974
H  0.67992  -1.21729  -2.87672
H  0.21373  2.40079  -3.70249
H  -1.54800  2.17976  -3.75571
H  -0.53928  1.33458  -4.90389
H  -3.19324  -0.80917  -2.54493
H  -2.63038  -2.45602  -2.20358
H  -1.74790  -1.47024  -3.31868
H  -3.23427  -0.60314  -0.04243
H  -1.77526  -1.00270  0.87061
H  -2.60116  -2.26123  -0.00750
O  3.43115  1.63713  2.18504
P  4.83558  1.09545  2.42375
N  5.04096  1.93752  3.92864
C  6.28638  2.38022  4.53218
C  4.12544  1.52114  4.99243
N  5.53565  2.05460  1.15886
C  6.50242  3.11042  1.39588
C  4.63741  2.48548  0.08592
N  6.39926  0.29277  2.63269
C  7.00972  -0.24003  1.39067
C  6.26719  -0.89099  3.52038
H  6.89228  1.55556  4.93036
H  6.07966  3.05622  5.36794
H  6.90698  2.96234  3.86044
H  4.45670  0.59731  5.48303
H  3.11876  1.34740  4.60735
H  4.03100  2.29642  5.75693
H  6.07204  3.94275  1.96449
H  6.88124  3.51095  0.45049
H  7.39229  2.73031  1.90224
H  4.02666  3.34596  0.38598
H  3.97311  1.67700  -0.21888
H  5.20476  2.76669  -0.80622
H  6.31191  -0.88257  0.84508
H  7.90564  -0.82244  1.62534
H  7.34908  0.54489  0.71974
H  5.54084  -1.60808  3.12637
H  5.94928  -0.60748  4.52410
H  7.22680  -1.39717  3.64077



Record 4
Computed, not measured: C18H41N2OP3STc as an isolated structure in a non-equilibrium geometry, with wB97M-V/def2-TZVPD.

Computed properties:
LUMO (alpha / beta): -14.33 / -14.56 eV
Gap between HOMO and LUMO (alpha / beta): 4.39 / 4.07 eV
Charge: +4
Molar mass: 524.528 g mol⁻¹
Expectation value of S²: 3.805
2S+1: 4

Geometry (Å):
Tc  0.07859  0.10695  1.31610
P  1.92778  1.13994  2.32473
P  -1.83416  1.57533  1.47439
P  0.50320  0.79296  -0.79947
H  -1.02225  -2.49070  0.87345
C  -0.34918  -1.79811  0.35022
C  1.01539  -1.75890  0.83486
H  1.26378  -2.40888  1.68496
C  2.49393  0.75996  4.04224
C  1.86875  2.96877  2.48459
C  3.49316  0.73521  1.47146
C  -3.41492  1.02687  0.73953
C  -2.38733  2.06371  3.15635
C  -1.60836  3.25634  0.77779
C  1.66098  -0.20523  -1.82027
C  1.24421  2.45001  -1.06085
C  -0.94420  0.84777  -1.93470
H  -0.53079  -1.84098  -0.73284
H  1.83346  -1.75701  0.10594
H  2.49210  -0.33584  4.16974
H  1.80011  1.21511  4.77078
H  3.50192  1.16099  4.24718
H  1.03718  3.26935  3.15036
H  1.74883  3.43622  1.49353
H  2.82839  3.27233  2.94129
H  3.62138  -0.36528  1.52909
H  4.28228  1.25365  2.05269
H  3.45853  1.08426  0.42147
H  -4.15444  1.83179  0.91231
H  -3.73712  0.10056  1.24758
H  -3.27993  0.84774  -0.34035
H  -3.21000  2.79013  3.06623
H  -1.56212  2.56099  3.69360
H  -2.72832  1.18227  3.72524
H  -2.52519  3.81875  1.01677
H  -1.47321  3.21258  -0.31126
H  -0.74348  3.74069  1.25818
H  1.74322  0.26363  -2.81119
H  1.29113  -1.22925  -1.95117
H  2.65524  -0.23376  -1.35627
H  1.27164  2.61914  -2.14547
H  2.27046  2.49305  -0.67610
H  0.64610  3.24447  -0.60263
H  -0.57031  1.07496  -2.94280
H  -1.67559  1.61179  -1.64595
H  -1.43610  -0.13290  -1.97215
C  -0.60358  -2.71585  -5.71397
C  -1.78325  -2.96873  -6.43959
C  -2.02845  -4.24748  -6.94098
C  -1.10274  -5.27612  -6.72772
C  0.07413  -5.02905  -6.01181
C  0.32760  -3.75357  -5.50739
S  -0.25371  -1.14495  -5.04571
H  -1.36858  -0.48234  -5.45846
H  -2.47780  -2.14160  -6.58396
H  -2.94471  -4.43884  -7.49841
H  -1.29992  -6.27123  -7.12124
H  0.80091  -5.82273  -5.84083
H  1.23486  -3.52755  -4.94644
N  0.16062  -1.28958  5.28797
C  -0.30745  -0.16320  4.71300
N  -0.47198  0.90636  5.53183
O  -0.51518  -0.10437  3.45161
H  0.27554  -1.38346  6.29094
H  0.51239  -2.00200  4.68087
H  -0.58745  1.81842  5.10090
H  -0.48591  0.78647  6.55021